2 unconnected molecules or ions with the total composition C9H17N2O4. Source: the Open Molecules 2025 dataset; level of theory: ωB97M-V with the def2-TZVPD basis set.

Geometry (Å):
C (-1.860474, 0.750439, 1.218496)
N (-2.412264, 1.904660, 0.542186)
H (-1.014242, 1.004982, 1.839190)
H (-0.764065, 0.948850, -1.768011)
H (1.206814, -0.204905, -1.193538)
H (1.615482, 0.530244, 1.738010)
H (-2.165847, -0.003536, -2.014272)
C (-1.405129, -0.171446, 0.054853)
C (1.748505, 0.705506, 0.675163)
H (-2.565121, 0.154968, 1.780363)
O (-2.888693, 2.602522, -1.545032)
O (0.655819, -4.177818, -0.900753)
C (-1.630240, 0.535672, -1.252794)
H (1.910996, -1.262671, -0.020086)
H (-0.150421, -1.309870, 1.339998)
C (1.184364, -0.468609, -0.142250)
H (0.355241, 2.396621, 0.964260)
H (0.785665, 2.004484, -0.736014)
H (-2.119362, 2.808157, 0.875151)
O (-0.493863, -5.980719, -0.583629)
C (-0.159287, -1.032816, 0.290478)
H (3.771556, -0.107918, 0.522511)
C (1.127158, 2.068569, 0.286253)
C (-2.383594, 1.802618, -0.839184)
H (3.670036, 1.665955, 0.806320)
N (-0.445938, -4.753958, -0.776226)
H (1.914980, 2.808403, 0.327779)
C (3.234099, 0.808180, 0.310650)
H (3.270629, 0.943528, -0.763554)
O (-1.501532, -4.084245, -0.840330)
H (-2.185840, -0.929226, 0.059020)
H (-0.305431, -1.956623, -0.255009)

Atoms 1-3, force components in eV/Å:
C 1.096 -0.201 -1.206
N 0.157 -0.019 0.590
H 0.182 0.206 0.375

Calculated values
Charge ... -1
Energy relative to the best compared isomer or geometry (same formula, charge and spin) ... 35.7 kcal per mole
HOMO level ... -0.1643 Ha
Gap between HOMO and LUMO ... 0.2688 Eh
E_LUMO ... 2.84 eV